(1)
The following is a DFT calculation (ωB97M-V/def2-TZVPD) of one molecule with the formula C14H15Cl2N3O at a distorted geometry.

XYZ file:
```
35
Properties=species:S:1:pos:R:3
Cl 2.43 1.92 -1.27
Cl 7.25 -0.05 0.07
O 1.44 -0.59 -0.41
N -1.37 -2.50 -0.99
N -1.51 -0.52 -0.08
N -2.63 -2.06 -1.15
C -3.96 -0.07 -0.59
C 3.57 -1.57 0.25
C -1.89 1.91 0.04
C 2.78 -0.55 -0.26
C -3.29 2.07 0.62
C -4.09 0.77 0.68
C -1.14 0.70 0.60
C 0.72 -1.72 0.04
C 5.54 -0.24 -0.05
C 3.41 0.64 -0.66
C -0.70 -1.59 -0.35
C 4.78 0.80 -0.56
C 4.95 -1.42 0.35
C -2.72 -0.87 -0.62
H -1.31 2.81 0.25
H -5.14 1.01 0.85
H -3.22 2.49 1.62
H -0.07 0.84 0.45
H -1.33 0.60 1.67
H 1.10 -2.64 -0.43
H -3.76 0.17 1.53
H 5.55 -2.22 0.75
H -4.00 0.58 -1.47
H -3.83 2.80 0.00
H 3.12 -2.49 0.58
H -4.79 -0.77 -0.68
H 0.81 -1.81 1.14
H 5.24 1.73 -0.88
H -1.93 1.81 -1.05
```

Properties
charge = 0
spin multiplicity = 1
ΔE to the lowest compared entry with this formula, charge and spin = 0.6952 eV
E_HOMO = -8.9 eV
HOMO-LUMO gap = 9.481 eV
DFT total energy = -1702.38053 Eh
SMILES = Clc1ccc(OCc2nnc3n2CCCCC3)c(Cl)c1
molar mass = 312.2 g mol⁻¹
LUMO level = 0.0228 hartree

(2)
The following is a DFT calculation (ωB97M-V/def2-TZVPD) of one molecule with the formula C14H15Cl2NO3 at a distorted geometry.

XYZ file:
```
35
Properties=species:S:1:pos:R:3
Cl 6.01 -1.14 -0.26
Cl 3.42 -1.15 -1.78
O 0.73 -0.11 -1.32
O -2.45 2.52 -0.15
O 0.57 2.11 -0.81
N -1.67 0.48 -0.61
C -2.76 -0.45 0.13
C 4.71 -0.03 0.30
C -3.14 -2.68 -0.03
C 1.27 0.94 -0.92
C -3.61 -1.45 -0.45
C 5.01 1.14 1.13
C 3.62 -0.10 -0.45
C -1.89 -2.30 0.70
C 2.87 1.86 0.71
C -0.47 2.26 -1.69
C 3.98 1.71 1.42
C -1.59 1.70 -0.73
C 2.58 1.04 -0.50
C -2.08 -1.04 1.28
H -0.70 3.26 -1.73
H 4.10 2.52 2.16
H 1.96 2.48 0.92
H -2.70 -1.28 2.32
H -3.40 -1.41 -1.40
H -1.07 -0.24 -1.04
H -3.78 -3.14 0.76
H -1.52 -3.32 1.45
H -3.48 0.46 0.73
H 5.94 1.05 1.72
H -1.24 -0.53 1.86
H -0.93 -2.24 0.14
H -4.65 -1.22 -0.52
H -3.00 -3.26 -0.70
H -0.61 1.56 -2.64
```

Properties
charge = 0
spin multiplicity = 1
ΔE to the lowest compared entry with this formula, charge and spin = 10.0649 eV
E_HOMO = -8.7 eV
HOMO-LUMO gap = 7.454 eV
DFT total energy = -1742.98804 Eh
SMILES = O=C(COC(=O)c1cccc(Cl)c1Cl)NC1CCCC1
molar mass = 316.2 g mol⁻¹
LUMO level = -0.0468 hartree

(3)
The following is a DFT calculation (ωB97M-V/def2-TZVPD) of a 14-piece molecular cluster, C14H15Cl39FNO2 overall at a distorted geometry.

XYZ file:
```
72
Properties=species:S:1:pos:R:3
Cl -2.15 -6.36 2.77
Cl 1.07 8.24 -5.54
Cl 0.16 -1.72 1.85
Cl 3.18 -11.23 2.50
Cl 4.06 -1.15 -0.09
Cl 5.14 -10.78 0.40
Cl 0.71 -6.82 2.58
Cl 6.50 2.68 -8.27
Cl -10.99 2.86 5.86
Cl 8.88 -0.78 -6.34
Cl 3.87 8.87 -5.14
Cl -5.05 -0.70 5.13
Cl -12.79 2.92 3.59
Cl -5.26 0.89 2.72
Cl -7.27 1.16 4.80
Cl -0.87 -0.90 4.45
Cl 3.94 -4.93 1.33
Cl 1.79 0.67 -0.24
Cl 3.14 -8.76 0.98
Cl 9.63 2.01 -6.10
Cl -9.10 -2.28 4.19
Cl 8.06 0.74 -4.01
Cl 4.82 -3.72 -2.45
Cl 3.83 0.71 -2.29
Cl -0.84 2.84 1.75
Cl -9.51 -1.37 6.92
Cl -0.56 -6.61 5.19
Cl 2.06 -3.77 -1.56
Cl -10.03 2.07 3.25
Cl 4.69 2.70 -6.02
Cl -2.61 -0.88 2.13
Cl 4.89 5.03 -7.77
Cl 6.49 -6.10 2.07
Cl 2.74 -2.55 -4.10
Cl 2.99 6.11 -5.12
Cl -3.38 2.56 0.34
Cl 4.36 -5.91 4.03
Cl -8.57 -4.06 6.42
Cl -2.65 5.11 1.54
F -2.15 8.21 -2.82
O 0.42 8.36 -2.12
O -0.13 6.39 -1.28
N -1.80 7.88 -1.49
C -0.44 7.45 -1.59
C 4.95 3.27 -7.67
C 4.75 -6.14 2.32
C 3.48 -10.49 0.93
C 3.14 -3.83 -2.95
C -11.12 3.13 4.13
C -0.96 -0.66 2.70
C 2.55 7.77 -4.72
C 8.40 0.80 -5.74
C -8.54 -2.39 5.87
C 2.94 -0.30 -1.15
C -6.16 0.06 3.98
C -0.58 -6.06 3.51
C -2.05 3.65 0.74
H 0.87 8.79 -1.39
H -7.52 -2.04 5.90
H -6.75 -0.72 3.51
H 2.39 7.83 -3.65
H -0.40 -5.00 3.50
H -10.83 4.15 3.92
H -1.57 3.94 -0.18
H 7.48 1.09 -6.25
H 2.81 -10.94 0.21
H 4.17 2.87 -8.30
H 2.40 -1.04 -1.72
H -0.67 0.36 2.49
H 2.99 -4.78 -3.45
H -1.85 8.75 -0.97
H 4.39 -7.13 2.02
```

Properties
charge = 0
spin multiplicity = 1
E_HOMO = -10.9 eV
HOMO-LUMO gap = 10.732 eV
DFT total energy = -18794.88991 Eh
molar mass = 1630.9 g mol⁻¹
LUMO level = -0.0051 hartree

What is the formula in the first record? C14H15Cl2N3O

Which formula does entry 1 have? C14H15Cl2N3O